65
Properties=species:S:1:pos:R:3 method="wB97M-V/def2-TZVPD" gap_ha=0.103 total_energy_ev=-46692.3929 charge=+1 lumo_ha=-0.157 e_homo_ha=-0.25921 largest_force_ev_per_a=4.902
Li 7.9096 -8.8950 5.9634
Li 12.9912 -5.9042 -1.1374
Li 9.0966 -4.3536 4.1860
C 11.1901 -7.4202 2.0245
O 11.6803 -8.1071 1.1369
O 10.6911 -7.8294 3.0729
O 11.2175 -6.1772 1.8787
C 8.1517 -12.8544 -5.4654
C 8.9463 -12.5602 -4.3648
C 10.0023 -11.6757 -4.5049
C 10.1343 -10.9024 -5.6577
C 9.2160 -11.1207 -6.7164
C 8.2630 -12.1201 -6.5922
N 11.1537 -9.8567 -5.7575
O 11.8957 -9.6297 -4.7908
O 11.3068 -9.3142 -6.8230
H 7.6099 -13.7887 -5.4771
H 8.9245 -13.1366 -3.4517
H 10.6870 -11.5666 -3.6768
H 9.2386 -10.5311 -7.6211
H 7.5773 -12.3544 -7.3930
N 11.2936 -2.8838 -4.2279
C 12.0707 -2.4829 -5.2678
C 11.7036 -1.4235 -6.1082
C 10.4709 -0.8202 -5.9372
C 9.5826 -1.3155 -4.9836
C 10.0570 -2.3359 -4.1145
H 13.0891 -2.8269 -5.3718
H 12.4197 -1.0938 -6.8465
H 10.1620 -0.0864 -6.6668
H 8.6291 -0.8222 -4.8656
H 9.5217 -2.6718 -3.2387
N 12.1674 -3.6782 7.7385
C 12.0892 -2.7946 8.7182
C 12.9203 -2.6827 9.8492
C 14.0033 -3.5078 9.9367
C 14.1766 -4.4647 8.9175
C 13.2536 -4.5262 7.8600
H 11.3256 -2.0412 8.5936
H 12.7970 -1.8965 10.5794
H 14.6317 -3.4473 10.8129
H 15.0232 -5.1330 8.9740
H 13.3574 -5.1477 6.9828
N 12.5579 -15.8239 0.9566
C 13.1140 -14.5981 0.8979
C 14.4496 -14.3830 0.6066
C 15.3361 -15.4845 0.4360
C 14.7421 -16.7832 0.5488
C 13.3800 -16.8838 0.6726
H 12.4425 -13.7663 1.0513
H 14.7698 -13.3546 0.5280
H 16.3381 -15.1751 0.1782
H 15.2893 -17.7132 0.5017
H 12.9488 -17.8618 0.8274
N 17.0983 -4.1263 -0.3451
C 17.3380 -3.4043 0.8239
C 18.6624 -3.1118 1.2509
C 19.7408 -3.5619 0.4688
C 19.5529 -4.3866 -0.6599
C 18.1885 -4.6118 -1.0356
H 16.4557 -3.0048 1.3018
H 18.8043 -2.5620 2.1696
H 20.7564 -3.2820 0.7071
H 20.3590 -4.7477 -1.2812
H 17.9959 -5.0763 -1.9915

65
Properties=species:S:1:pos:R:3 method="wB97M-V/def2-TZVPD" gap_ha="0.260 / 0.290" total_energy_ev=-81503.1861 relative_energy_kcal_mol=2.0 charge=+1 s2=6.120 multiplicity=5 lumo_ha="-0.152 / -0.120" e_homo_ha="-0.41146 / -0.41037" largest_force_ev_per_a=1.381
Mn -1.8287 0.9969 0.4791
C 4.7715 0.6015 -3.5018
O 3.7352 0.1633 -2.6313
C 3.6370 -1.1667 -2.3907
C 4.4767 -2.1441 -2.8998
C 4.2736 -3.4766 -2.5640
C 3.2588 -3.8392 -1.6967
C 2.4263 -2.8626 -1.1672
C 2.5906 -1.5345 -1.5340
N 1.7999 -0.4726 -1.0316
C 0.4940 -0.4747 -0.7139
N -0.2670 -1.4958 -1.1080
C -1.6131 -1.7305 -0.7727
C -2.4372 -0.7833 -0.1735
C -3.7664 -1.1385 0.0830
C -4.2363 -2.3970 -0.2357
C -3.4051 -3.3370 -0.8343
C -2.0922 -3.0053 -1.1126
O -1.1782 -3.8159 -1.7038
C -1.6094 -5.0918 -2.1617
N -0.0504 0.5402 -0.0468
C 0.8363 1.5509 0.4653
C 1.5409 1.2757 1.6438
C 2.4704 2.1599 2.1452
C 2.7210 3.3446 1.4569
C 2.0243 3.6409 0.3048
C 1.0646 2.7625 -0.2012
O 0.4718 3.1497 -1.3613
C -0.9067 2.9243 -1.5745
H 4.6713 0.1459 -4.4885
H 5.7567 0.3730 -3.0913
H 4.6547 1.6773 -3.5873
H 5.2965 -1.8857 -3.5548
H 4.9282 -4.2301 -2.9804
H 3.1144 -4.8746 -1.4214
H 1.6737 -3.1353 -0.4393
H 2.2598 0.4279 -1.0504
H 0.1564 -2.2076 -1.6879
H -4.4464 -0.4197 0.5210
H -5.2624 -2.6626 -0.0206
H -3.7953 -4.3152 -1.0757
H -2.4763 -5.0072 -2.8184
H -1.8502 -5.7485 -1.3237
H -0.7772 -5.5035 -2.7244
H 1.3590 0.3224 2.1279
H 3.0057 1.9307 3.0566
H 3.4637 4.0346 1.8339
H 2.2012 4.5590 -0.2396
H -1.2061 3.5992 -2.3722
H -1.4899 3.1909 -0.6811
H -1.1254 1.9053 -1.9098
O -4.5332 4.0499 4.5870
C -3.6256 3.3201 5.2011
O -3.4562 3.3364 6.3901
C -2.7521 2.4478 4.3492
C -1.6746 1.7485 4.8531
N -1.0962 1.1102 3.8277
N -1.7206 1.3441 2.6721
C -2.7330 2.1639 2.9730
C -3.6403 2.5587 1.8410
O -4.4787 3.4224 1.9821
O -3.4055 1.8973 0.7471
H -4.6009 3.8713 3.6209
H -1.3234 1.6760 5.8693
H -0.2738 0.5329 3.8528

55
Properties=species:S:1:pos:R:3 method="wB97M-V/def2-TZVPD" gap_ha=0.242 total_energy_ev=-33426.1914 relative_energy_kcal_mol=0.2 charge=+1 lumo_ha=-0.128 e_homo_ha=-0.37018 largest_force_ev_per_a=3.413 smiles=COc1cc[n+](C2(c3ccc(N(C)C)cc3)c3ccccc3-c3ccccc32)cc1
C -5.7808 -0.1511 0.8838
N -4.7158 0.0639 1.8475
C -5.0909 0.0674 3.2475
C -3.3843 0.0439 1.4600
C -2.9378 0.8858 0.4086
C -1.6002 0.8982 0.0520
C -0.7084 -0.0089 0.6415
C 0.7253 -0.0334 0.1785
C 1.5655 -1.2306 0.6496
C 2.7702 -0.7694 1.1976
C 3.7314 -1.6704 1.6612
C 3.4008 -3.0277 1.6868
C 2.1898 -3.4808 1.1466
C 1.2886 -2.5819 0.5539
C 2.7390 0.6986 1.2582
C 1.5136 1.1540 0.7456
C 1.1360 2.4816 0.8775
C 2.0374 3.3659 1.4916
C 3.2936 2.9309 1.9332
C 3.6657 1.5928 1.7963
C -1.1259 -0.8092 1.7081
C -2.4489 -0.7741 2.1299
H -5.3759 -0.0322 -0.1287
H -6.1966 -1.1718 0.9763
H -6.5923 0.5730 1.0446
H -4.3071 0.5653 3.8297
H -6.0260 0.6276 3.3741
H -5.2356 -0.9473 3.6474
H -3.6413 1.5740 -0.0700
H -1.2539 1.6102 -0.6988
H 4.6941 -1.2840 1.9935
H 4.0906 -3.7435 2.1354
H 1.9350 -4.5420 1.1760
H 0.3832 -2.9312 0.0487
H 0.1606 2.8242 0.5247
H 1.7505 4.4091 1.6258
H 3.9842 3.6377 2.3920
H 4.6424 1.2117 2.0982
H -0.4164 -1.4661 2.2088
H -2.7800 -1.4087 2.9564
C 1.9720 0.3730 -6.1190
O 0.7667 0.0102 -5.3932
C 0.8251 0.0022 -4.0375
C -0.2533 -0.5723 -3.3388
C -0.1838 -0.6921 -1.9769
N 0.7705 -0.0196 -1.2547
C 1.8957 0.3974 -1.9208
C 1.9169 0.4884 -3.2927
H 1.7402 0.1340 -7.1554
H 2.1870 1.4445 -6.0158
H 2.8367 -0.2117 -5.7789
H -1.1331 -0.9360 -3.8669
H -0.9589 -1.2306 -1.4239
H 2.7525 0.7268 -1.3343
H 2.7863 0.9343 -3.7810

66
Properties=species:S:1:pos:R:3 method="wB97M-V/def2-TZVPD" gap_ha=0.263 total_energy_ev=-65185.1721 relative_energy_kcal_mol=31.0 charge=-1 lumo_ha=0.066 e_homo_ha=-0.19697 largest_force_ev_per_a=0.199
Sn 1.4702 -2.5202 -0.9540
O 2.4735 -5.4086 2.0655
C 1.9630 -4.5952 1.3111
O 2.4894 -4.0400 0.2904
C 0.5167 -4.1787 1.5889
C -0.1560 -4.7590 2.6839
C -1.4424 -4.3952 2.9323
C -2.0935 -3.4868 2.0676
C -3.4474 -3.1107 2.2300
C -4.0449 -2.2737 1.3306
C -3.3179 -1.7789 0.2266
C -2.0043 -2.1145 0.0572
C -1.3604 -2.9618 0.9794
N -0.0396 -3.2941 0.7941
H 0.3943 -5.4661 3.2861
H -1.9880 -4.8056 3.7746
H -3.9987 -3.5103 3.0734
H -5.0834 -1.9946 1.4575
H -3.7806 -1.1323 -0.5108
H -1.4686 -1.7170 -0.7883
N 0.2530 5.7011 1.0057
C 0.0777 4.5232 0.2673
C 1.0221 4.1370 -0.6824
C 0.8697 2.9535 -1.3837
C -0.2216 2.1366 -1.1315
C -1.1682 2.5100 -0.1907
C -1.0208 3.6976 0.5049
S -0.3470 0.5787 -1.9661
O 0.2836 -0.3696 -1.0264
O 0.3500 0.6951 -3.2200
N -1.8639 0.1717 -2.0012
C -2.7603 0.8875 -2.7196
N -2.4107 2.0415 -3.3272
C -3.3491 2.6755 -4.0083
C -4.6520 2.2182 -4.1126
C -4.9230 1.0441 -3.4237
N -4.0184 0.3777 -2.7308
H 0.8215 6.3941 0.5451
H -0.6038 6.1009 1.3544
H 1.8797 4.7714 -0.8772
H 1.5913 2.6673 -2.1377
H -2.0184 1.8657 -0.0042
H -1.7606 3.9898 1.2419
H -3.0421 3.5998 -4.4909
H -5.4076 2.7445 -4.6771
H -5.9246 0.6207 -3.4281
C 1.5718 0.4610 1.5903
C 2.7651 -0.4901 1.5265
C 4.0427 0.2888 1.8695
C 2.5844 -1.5939 2.5679
C 2.9260 -1.1496 0.1363
H 1.5293 0.9271 2.5788
H 0.6341 -0.0653 1.4103
H 1.6459 1.2551 0.8451
H 3.9665 0.7071 2.8762
H 4.2072 1.1159 1.1772
H 4.9184 -0.3648 1.8378
H 2.6323 -1.1634 3.5710
H 3.3564 -2.3621 2.4874
H 1.6108 -2.0714 2.4652
H 3.7918 -1.8181 0.2014
N 3.2962 -0.1525 -0.8344
C 3.5772 0.6472 -1.6253
N 3.8715 1.6126 -2.3947
C 4.7721 1.5114 -3.3592
N 5.5625 1.5150 -4.2038